No. 1
A structure of composition C13H23F3MnNO4P2 at a distorted geometry, computed with ωB97M-V with the def2-TZVPD basis set.

Geometry (Å):
H 4.411 -0.448 0.636
H 0.317 3.607 -1.613
C 1.059 -1.950 -3.425
H -4.722 1.175 -0.484
H 1.434 -2.912 0.312
H -2.187 3.107 -1.753
C -1.325 -2.119 -3.333
H 3.247 1.810 -2.555
C -2.537 2.119 -2.095
O 0.598 4.525 -1.297
P 2.043 -0.594 0.246
P -2.288 0.908 -0.742
H -0.117 -3.170 -4.767
N -0.174 -1.010 -1.621
H 1.644 -2.319 2.007
H -0.343 0.765 -0.494
Mn -0.469 -0.479 0.175
C -0.123 -2.477 -3.906
H 3.735 1.147 0.171
H -3.606 2.132 -2.386
F -0.664 -3.243 3.413
C -3.867 1.013 0.198
C -1.342 -1.220 -2.286
F -2.852 -2.976 3.719
C 3.565 0.237 0.761
C -1.698 -1.616 2.083
H 2.040 -2.225 -3.833
H -3.380 -0.487 -2.449
O -2.628 -1.649 1.237
H -1.918 1.808 -2.950
H 2.669 2.426 -3.721
C -1.705 -2.340 3.432
H -4.015 0.078 0.763
H 3.096 -0.983 -2.012
C 1.076 -1.326 -2.161
C -2.618 -0.661 -1.675
H 0.831 4.334 -0.363
O 3.616 2.177 -3.434
F -1.441 -1.405 4.402
C 2.048 -2.300 0.987
H 3.474 0.523 1.817
O -0.541 -1.058 2.025
H 3.090 -2.638 0.920
H -3.809 1.849 0.912
C 2.256 -1.306 -1.394
H -2.307 -2.525 -3.639
H -3.034 -1.372 -0.948

Values from the calculation:
Total charge: +3
Spin multiplicity: 4
Electronic energy: -2996.910909 Ha
⟨S²⟩: 3.88

No. 2
A structure of composition C12H21N3SZr, computed with ωB97M-V with the def2-TZVPD basis set.

Geometry (Å):
C -3.025 -1.617 1.362
H -1.639 0.786 3.155
C 1.324 -1.936 -1.290
C -1.431 -3.446 1.124
N 1.337 -1.014 -0.080
H 2.979 0.208 -0.750
C 2.019 0.334 -0.244
H -2.401 0.853 -3.036
H 2.348 -2.042 -1.660
H 0.207 -3.479 2.532
H 0.322 -2.363 -3.130
C -2.646 -2.837 0.775
H -3.281 -3.288 0.017
H -1.125 -4.361 0.626
H 1.066 1.102 -2.037
C 0.439 -1.511 -2.458
H -2.979 0.872 2.183
Zr -0.804 -0.624 0.506
H 1.599 2.324 -0.913
N -0.249 1.359 -0.389
H -0.422 -1.315 3.593
S -1.302 -1.005 -2.017
N -2.097 0.372 2.336
C -0.675 -2.943 2.189
H -2.275 1.798 -0.836
H -0.675 0.902 -3.321
H 1.904 -1.515 0.610
C -1.041 -1.740 2.803
C 1.149 1.331 -0.981
C -1.328 1.741 -1.385
H -3.923 -1.092 1.043
H -0.250 2.108 0.311
H 2.248 0.688 0.766
H -1.132 2.746 -1.769
C -2.187 -1.046 2.343
H 1.022 -2.919 -0.922
C -1.429 0.761 -2.547
H 0.854 -0.696 -3.045

Values from the calculation:
Total charge: +4
Electronic energy: -1077.718971 Ha

No. 3
A cluster of 2 separate species, C3H7OS in total at a distorted geometry, computed with ωB97M-V with the def2-TZVPD basis set.

Geometry (Å):
H -0.318 -0.150 1.708
H 0.099 -1.376 -0.971
H -1.810 2.584 0.865
C -1.705 1.527 1.157
H 1.105 0.822 0.086
C 0.942 -1.734 -1.474
H -2.618 1.194 1.757
O 0.615 1.421 0.738
C -0.552 0.802 1.164
H 0.738 -1.850 -2.482
H 1.180 -2.703 -1.017
S 2.322 -0.538 -1.531

Values from the calculation:
Total charge: -1
ΔE to the lowest compared entry with this formula, charge and spin: 138.17 kJ/mol
Electronic energy: -591.915653 Ha

No. 4
An isolated molecule of C20H33NO2, computed with ωB97M-V with the def2-TZVPD basis set.

Geometry (Å):
H 0.787 3.115 4.191
H -1.650 3.196 3.898
H 1.469 1.606 -3.213
C 1.650 1.500 -2.141
N 1.011 3.565 0.842
H 0.316 -0.506 2.657
H -1.280 -3.145 -3.552
C 1.312 -0.336 -0.476
H 0.545 -4.055 1.463
H 1.881 0.013 2.031
H 0.150 2.891 -1.426
H -3.357 -2.151 -0.585
H -0.456 -2.892 2.407
H 3.142 -2.884 1.908
H -3.559 -1.151 -4.095
H -1.987 -3.737 -2.046
H 0.319 2.001 2.904
C 0.878 0.326 -1.605
C -0.299 -0.089 -2.207
C 1.354 3.758 2.233
H -1.856 -0.834 -4.394
C -3.496 -1.509 -1.447
H -3.026 -3.389 -3.427
H 3.293 -1.657 0.658
C -2.643 -0.773 -3.646
C 0.613 -1.402 0.088
H 1.379 4.831 2.454
C 2.667 -2.463 1.024
H -2.808 0.269 -3.381
H -0.886 -3.273 0.637
H -0.962 4.737 3.387
H 2.358 3.346 2.356
C 1.780 2.853 -0.012
H 1.655 3.654 -1.967
H -1.481 3.551 2.184
C -2.307 -1.618 -2.412
H 2.718 1.350 -1.977
H 0.137 3.949 0.524
H -0.630 0.438 -3.087
H 2.227 0.007 -0.025
C 0.548 -3.149 2.071
H -4.413 -1.806 -1.953
H 2.623 -3.234 0.256
C -1.030 -1.155 -1.715
O 2.830 2.346 0.325
C 1.250 -1.974 1.366
H 1.119 -3.389 2.968
O -1.315 -2.863 -0.117
C 1.237 2.796 -1.432
C 1.322 -0.839 2.403
H 1.807 -1.190 3.312
H -3.607 -0.482 -1.104
C -1.013 3.674 3.158
C 0.380 3.055 3.180
C -0.561 -1.813 -0.558
C -2.137 -3.068 -2.886

Values from the calculation:
Total charge: 0
SMILES string: CCCNC(=O)CCc1cc(C(C)(C)C)c(O)c(C(C)(C)C)c1
ΔE to the lowest compared entry with this formula, charge and spin: 0.00 kJ/mol
Electronic energy: -987.160636 Ha

No. 5
A structure of composition C6H9NO at a distorted geometry, computed with ωB97M-V with the def2-TZVPD basis set.

Geometry (Å):
H -0.640 0.259 1.438
H 2.382 -0.156 -1.196
C 1.297 -0.229 1.067
N 0.691 -1.225 0.133
C -1.083 0.478 0.321
C -2.332 -0.239 0.112
O -0.351 1.686 -0.109
C 0.911 1.080 -0.024
H 0.636 -0.130 2.005
H 2.436 -0.398 1.184
C 1.087 -0.302 -0.933
C -0.742 -0.848 -0.243
H -0.581 -0.746 -1.295
H -2.797 -0.304 -0.949
H 1.666 1.936 -0.366
H -3.168 -0.508 0.812
H 0.587 -0.353 -1.956

Values from the calculation:
Total charge: 0
ΔE to the lowest compared entry with this formula, charge and spin: 913.11 kJ/mol
Electronic energy: -363.676455 Ha

No. 6
A structure of composition C20H31MnO3 at a distorted geometry, computed with ωB97M-V with the def2-TZVPD basis set.

Geometry (Å):
H 3.440 -0.720 0.734
H -0.040 -1.018 2.205
H -4.152 5.086 1.216
H -1.606 1.013 3.505
C 2.738 -4.477 -1.211
H -3.138 3.178 2.865
H 2.701 -5.914 -4.167
H -0.076 -1.339 -1.989
H 3.167 -6.591 -1.465
H 1.673 -2.379 -0.723
H 2.728 0.903 0.509
C -2.601 0.044 1.716
C 0.385 2.923 1.029
H -1.192 -1.340 -0.558
C 2.666 -0.150 0.197
H 4.200 -5.489 -2.435
H 1.081 2.424 1.693
H 1.439 -6.503 -3.031
H 2.294 -4.810 -0.258
C 0.865 -2.003 -0.112
H 1.012 0.427 2.375
C 0.947 -0.594 1.977
C -3.838 1.909 1.119
H 1.976 -3.703 -3.987
C 3.190 -5.675 -2.057
H -4.555 2.565 0.632
C -3.061 2.254 2.299
H 0.433 -4.401 -3.414
O 1.723 -3.714 -1.934
C -0.289 4.114 -0.840
Mn -1.644 1.973 0.761
H 1.701 -1.196 2.510
O -2.521 4.656 0.016
H 2.838 -0.202 -0.887
C 1.269 -0.651 0.501
H -0.817 5.723 0.511
H -0.887 4.027 2.486
C -1.106 4.676 0.294
O 0.358 0.048 -0.405
C 2.188 -5.726 -3.224
H -2.213 -0.975 1.762
C -2.258 1.096 2.638
H -3.627 6.382 0.081
C 1.513 -4.344 -3.220
C -0.706 3.743 1.451
C -3.282 5.597 0.774
C 0.591 3.160 -0.386
H 1.399 2.705 -0.956
H -0.345 4.554 -1.831
H 0.496 -2.770 0.571
C -3.618 0.523 0.843
H 3.578 -3.804 -0.967
H -4.162 -0.075 0.111
H -2.692 6.071 1.580
C -0.163 -1.215 -0.902

Values from the calculation:
Total charge: -1
ΔE to the lowest compared entry with this formula, charge and spin: 0.00 kJ/mol
Spin multiplicity: 6
Electronic energy: -2157.170479 Ha
⟨S²⟩: 8.83

No. 7
An isolated molecule of C2H3ClN2 at a distorted geometry, computed with ωB97M-V with the def2-TZVPD basis set.

Geometry (Å):
C 0.222 -0.253 -0.374
N -0.736 -0.482 -1.381
H -0.597 -0.372 1.369
H 0.382 1.021 1.408
C 0.339 0.074 1.061
N 0.729 -0.474 -1.475
H 1.252 -0.496 1.319
Cl -1.592 0.982 -1.929

Values from the calculation:
Total charge: 0
SMILES string: CC1=NN1Cl
ΔE to the lowest compared entry with this formula, charge and spin: 397.62 kJ/mol
Electronic energy: -647.570384 Ha

No. 8
A structure of composition C12H10N3OSbSe4Sr, computed with ωB97M-V with the def2-TZVPD basis set.

Geometry (Å):
Se -2.258 -4.009 -0.574
Se -3.543 -2.285 -1.682
H -0.925 -1.721 2.970
C 2.226 1.066 -1.492
H 4.952 0.288 -4.032
H -3.965 0.694 1.206
N -0.302 0.152 2.323
C -0.672 1.298 1.751
H -0.089 3.297 1.308
C 2.511 2.021 -2.467
H -3.237 -1.500 2.247
N 2.857 -0.106 -1.433
Se -3.227 -7.211 1.730
C -2.561 -0.661 2.105
C 1.121 1.303 -0.494
C -2.943 0.550 1.536
C -1.996 1.544 1.381
H 3.744 2.483 -4.163
Sb -4.144 -4.979 1.518
H 4.304 -1.309 -2.255
H 1.959 2.951 -2.470
C 4.172 0.545 -3.328
H 0.950 2.459 2.448
Se -3.531 -3.702 3.533
C 3.499 1.758 -3.395
O 0.029 0.663 -0.731
C -1.238 -0.792 2.502
Sr -1.065 -1.378 -0.608
N 1.407 2.101 0.471
C 0.405 2.338 1.507
C 3.808 -0.346 -2.332
H -2.249 2.490 0.919

Values from the calculation:
Total charge: -2
ΔE to the lowest compared entry with this formula, charge and spin: 28.82 kJ/mol
Electronic energy: -10579.677652 Ha